Run one
Molecular formula: C5H14NO
Method: DFT, wB97M-V/def2-TZVPD

Atoms and positions in Å:
C (-3.143, -1.279, 0.496)
C (-1.864, -0.412, 0.285)
C (-0.913, -0.714, -0.915)
C (0.505, -0.310, -0.703)
C (0.796, 0.933, -1.136)
N (2.072, 1.616, -0.521)
H (-3.384, -2.036, -0.259)
H (-4.058, -0.717, 0.619)
H (-2.945, -1.706, 1.484)
H (-1.328, -0.539, 1.229)
H (-2.116, 0.651, 0.163)
H (-1.285, -0.216, -1.818)
H (-0.942, -1.806, -1.034)
H (1.199, -1.095, -0.397)
H (0.647, 1.316, -2.136)
H (2.963, 1.219, -0.824)
H (2.012, 1.470, 0.494)
H (1.941, 2.519, -0.956)
H (2.715, 0.002, 2.435)
H (4.022, 0.661, 1.831)
O (3.108, 0.445, 1.664)

Values from the calculation:
total charge	+1
multiplicity	1

Run two
Molecular formula: C5H14NO
Method: DFT, wB97M-V/def2-TZVPD

Atoms and positions in Å:
C (1.038, 0.594, -2.076)
C (0.352, 0.015, -0.851)
C (-0.449, 0.990, 0.032)
C (-0.985, 0.465, 1.399)
C (0.187, -0.099, 2.226)
O (0.171, -1.512, 1.876)
N (-0.587, -1.091, -1.307)
H (1.530, 1.492, -1.694)
H (0.337, 1.107, -2.776)
H (1.635, -0.107, -2.649)
H (1.112, -0.456, -0.183)
H (-1.308, 1.329, -0.547)
H (0.281, 1.782, 0.240)
H (-1.712, -0.289, 1.185)
H (-1.346, 1.432, 1.755)
H (1.126, 0.420, 1.982)
H (0.058, -0.040, 3.309)
H (0.960, -1.893, 2.312)
H (-0.615, -1.826, -0.579)
H (-0.253, -1.572, -2.156)
H (-1.531, -0.740, -1.498)

Values from the calculation:
structure (SMILES)	C[C@H]([NH3+])CCCO
total charge	+1
multiplicity	1

Run three
Molecular formula: C5H14NO
Method: DFT, wB97M-V/def2-TZVPD

Atoms and positions in Å:
C (-1.594, -0.975, -2.164)
C (-1.091, 0.464, -1.955)
C (-1.388, 0.988, -0.526)
C (-0.806, 0.086, 0.507)
C (0.134, 0.521, 1.348)
N (0.899, -0.415, 2.153)
H (-1.135, -1.823, -1.627)
H (-1.414, -1.390, -3.163)
H (-2.658, -0.990, -1.878)
H (-1.603, 1.033, -2.731)
H (-0.025, 0.590, -2.145)
H (-2.473, 1.114, -0.424)
H (-1.008, 2.015, -0.573)
H (-1.027, -0.962, 0.318)
H (0.483, 1.541, 1.310)
H (0.608, -0.409, 3.133)
H (1.950, -0.227, 2.080)
H (0.749, -1.358, 1.795)
H (3.868, -0.054, 0.707)
H (4.077, 0.264, 2.262)
O (3.454, -0.012, 1.574)

Values from the calculation:
total charge	+1
multiplicity	1

Run four
Molecular formula: C5H14NO
Method: DFT, wB97M-V/def2-TZVPD

Atoms and positions in Å:
C (1.186, -1.164, 1.411)
C (0.732, -0.648, 0.079)
N (-0.486, 0.286, 0.287)
C (-0.376, 1.400, -0.709)
C (1.113, 1.585, -0.855)
C (1.686, 0.128, -0.801)
H (0.376, -1.660, 1.947)
H (1.477, -0.320, 2.035)
H (2.004, -1.857, 1.346)
H (0.285, -1.442, -0.517)
H (-0.270, 0.780, 1.156)
H (-1.378, -0.196, 0.357)
H (-0.847, 1.092, -1.637)
H (-0.927, 2.261, -0.329)
H (1.319, 2.087, -1.795)
H (1.592, 2.151, -0.065)
H (2.701, 0.224, -0.428)
H (1.727, -0.249, -1.814)
H (-2.636, -1.979, -0.089)
H (-3.832, -1.387, 0.664)
O (-2.973, -1.156, 0.288)

Values from the calculation:
total charge	+1
multiplicity	1

Stability summary - winner: run four; margin: 85.4 kJ/mol.

Run one
Molecular formula: C5H14NO
Method: DFT, wB97M-V/def2-TZVPD

Atoms and positions in Å:
C (0.911, 0.389, -2.382)
C (0.213, 0.121, -1.042)
C (1.198, -0.190, 0.055)
C (0.656, -0.382, 1.485)
C (-0.639, -1.146, 1.580)
O (-1.671, -0.323, 0.990)
N (-0.495, 1.391, -0.626)
H (1.829, 0.923, -2.240)
H (0.323, 1.002, -3.036)
H (1.223, -0.528, -2.893)
H (-0.554, -0.649, -1.139)
H (1.979, 0.569, 0.098)
H (1.780, -1.082, -0.211)
H (0.544, 0.568, 1.988)
H (1.444, -0.871, 2.048)
H (-0.663, -2.104, 1.060)
H (-0.906, -1.338, 2.608)
H (-2.498, -0.402, 1.482)
H (-1.164, 1.253, 0.143)
H (-1.000, 1.777, -1.423)
H (0.228, 2.072, -0.351)

Values from the calculation:
structure (SMILES)	C[C@H]([NH3+])CCCO
total charge	+1
multiplicity	1

Run two
Molecular formula: C5H14NO
Method: DFT, wB97M-V/def2-TZVPD

Atoms and positions in Å:
C (0.271, -0.681, 2.902)
C (0.571, 0.435, 1.893)
C (-0.501, 0.687, 0.751)
C (-0.136, -0.031, -0.688)
C (1.679, -1.582, -0.749)
N (0.536, -1.212, -0.351)
H (1.054, -1.102, 3.601)
H (-0.245, -1.532, 2.411)
H (-0.567, -0.258, 3.541)
H (1.527, 0.066, 1.432)
H (0.801, 1.394, 2.422)
H (-0.848, 1.732, 0.748)
H (-1.424, 0.084, 0.909)
H (0.467, 0.764, -1.179)
H (-0.763, -0.321, -1.511)
H (2.174, -2.472, -0.466)
H (2.160, -0.958, -1.523)
H (0.587, -1.378, 0.631)
H (-2.834, 2.187, -3.196)
H (-1.508, 2.648, -3.339)
O (-1.955, 1.833, -3.335)

Values from the calculation:
total charge	+1
multiplicity	1

Run three
Molecular formula: C5H14NO
Method: DFT, wB97M-V/def2-TZVPD

Atoms and positions in Å:
C (-1.167, 0.246, 1.266)
C (-1.137, 0.491, -0.210)
C (-0.217, 1.446, 0.563)
C (1.249, 1.158, 0.869)
C (2.062, 1.282, -0.409)
N (-1.587, -2.140, -1.456)
H (-0.808, -0.732, 1.599)
H (-2.055, 0.696, 1.709)
H (-0.466, -0.186, -0.769)
H (-2.027, 0.918, -0.670)
H (-0.542, 2.529, 0.578)
H (1.489, 1.926, 1.665)
H (1.640, 0.532, -1.087)
H (3.135, 1.229, -0.144)
H (1.725, 2.175, -0.974)
H (1.195, 0.120, 1.252)
H (-2.237, -2.778, -1.007)
H (-1.467, -2.501, -2.397)
H (1.277, -2.402, 0.359)
H (-0.700, -2.320, -0.932)
O (0.638, -1.688, 0.195)

Values from the calculation:
total charge	+1
multiplicity	1

Run four
Molecular formula: C5H14NO
Method: DFT, wB97M-V/def2-TZVPD

Atoms and positions in Å:
C (1.074, -0.531, -2.238)
C (0.624, 0.037, -0.853)
C (0.257, -1.092, 0.106)
C (-0.615, -0.836, 1.365)
C (-0.313, 0.411, 2.194)
O (-0.857, 1.651, 1.607)
N (-0.509, 1.007, -1.164)
H (0.395, -1.333, -2.521)
H (1.096, 0.254, -2.993)
H (2.084, -0.918, -2.134)
H (1.470, 0.627, -0.504)
H (-0.292, -1.823, -0.501)
H (1.196, -1.591, 0.340)
H (-1.673, -0.769, 1.124)
H (-0.376, -1.640, 2.059)
H (0.742, 0.623, 2.375)
H (-0.765, 0.336, 3.182)
H (-1.182, 2.127, 2.367)
H (-0.723, 1.689, -0.422)
H (-0.326, 1.383, -2.075)
H (-1.308, 0.388, -1.314)

Values from the calculation:
structure (SMILES)	C[C@@H]([NH3+])CCCO
total charge	+1
multiplicity	1

Stability summary - winner: run one; margin: 35.1 kJ/mol.

Run one
Molecular formula: C10H15B
Method: DFT, wB97M-V/def2-TZVPD

Atoms and positions in Å:
B (-0.007, 0.763, 0.307)
C (-3.445, -1.091, 2.370)
C (-2.616, -0.245, 2.933)
C (-3.102, -1.417, 1.044)
C (-1.611, 0.464, 2.289)
C (-2.008, -0.869, 0.307)
C (-1.215, 0.063, 0.974)
C (2.339, 0.311, -0.163)
C (0.601, -0.754, -1.835)
C (0.973, 1.762, -1.754)
C (0.997, 0.476, -0.940)
H (0.153, 2.325, 0.807)
H (-4.343, -1.500, 2.753)
H (-2.931, 0.070, 3.991)
H (-3.659, -2.211, 0.619)
H (-0.908, 0.976, 2.912)
H (-1.775, -1.326, -0.613)
H (3.192, 0.389, -0.803)
H (2.378, -0.523, 0.446)
H (2.453, 1.289, 0.403)
H (1.294, -0.846, -2.691)
H (-0.305, -0.386, -2.302)
H (0.419, -1.674, -1.318)
H (1.729, 1.828, -2.647)
H (-0.049, 1.956, -2.245)
H (1.104, 2.614, -1.040)

Values from the calculation:
total charge	0
multiplicity	1

Run two
Molecular formula: C10H15B
Method: DFT, wB97M-V/def2-TZVPD

Atoms and positions in Å:
B (-0.826, -1.243, 0.363)
C (2.972, -0.510, -0.246)
C (-1.547, 1.046, 1.041)
C (2.046, 0.683, -0.491)
C (-0.374, 1.241, 0.054)
C (2.055, -1.682, 0.188)
C (-2.060, -0.442, 1.070)
C (0.870, 0.378, 0.356)
C (0.660, -1.103, 0.332)
C (-2.687, -1.042, -0.054)
C (-2.915, -0.184, -1.282)
H (3.548, -0.895, -1.144)
H (3.814, -0.346, 0.469)
H (-1.178, 1.280, 2.001)
H (-2.433, 1.792, 0.731)
H (2.681, 1.667, -0.451)
H (1.645, 0.589, -1.441)
H (-0.709, 1.125, -0.935)
H (0.081, 2.188, 0.190)
H (2.029, -2.529, -0.471)
H (2.465, -1.959, 1.197)
H (-2.311, -0.784, 2.018)
H (1.139, 0.703, 1.355)
H (-3.603, -0.733, -1.923)
H (-1.974, -0.048, -1.713)
H (-3.386, 0.808, -1.213)

Values from the calculation:
total charge	0
multiplicity	1

Stability summary - winner: run one; margin: 342.2 kJ/mol.

Run one
Molecular formula: C10H14N2OS
Method: DFT, wB97M-V/def2-TZVPD

Atoms and positions in Å:
C (3.794, -1.591, -0.058)
C (2.635, 0.908, -0.053)
C (1.146, 0.594, -0.385)
C (0.257, 1.570, 0.461)
C (-1.046, 1.764, -0.358)
C (-1.836, 0.477, -0.376)
C (-3.229, 0.469, -0.786)
C (-3.996, -0.669, -0.728)
C (-3.419, -1.815, -0.007)
C (-1.900, -1.706, 0.072)
H (2.695, -1.805, 0.275)
H (4.304, -2.481, -0.701)
H (4.379, -1.715, 1.016)
H (3.032, 2.000, -0.333)
H (2.766, 0.635, 1.017)
H (0.955, -0.414, -0.118)
H (0.883, 0.695, -1.334)
H (0.697, 2.641, 0.073)
H (-0.396, 1.615, 2.333)
H (0.433, 0.116, 1.796)
H (-3.976, 1.363, -0.995)
H (-4.742, -0.796, -1.435)
H (-3.915, -2.768, 0.222)
H (-1.196, -2.415, 0.564)
N (0.399, 1.166, 1.762)
N (-1.135, -0.533, -0.040)
O (-1.405, 2.785, -0.868)
S (3.813, -0.090, -1.018)

Values from the calculation:
structure (SMILES)	CSCC[C@H](N)C(=O)c1ccccn1
total charge	0
multiplicity	1

Run two
Molecular formula: C10H14N2OS
Method: DFT, wB97M-V/def2-TZVPD

Atoms and positions in Å:
C (-1.197, -1.538, -2.456)
C (-2.165, -0.714, -1.583)
C (-1.890, 1.358, -0.230)
C (0.513, 2.195, 0.159)
C (1.120, 0.946, 0.821)
C (2.370, 0.473, 0.414)
C (2.906, -0.638, 0.984)
C (2.184, -1.264, 2.053)
C (0.983, -0.729, 2.441)
C (0.437, 0.337, 1.811)
H (-0.633, -3.010, -1.263)
H (-0.729, -0.864, -3.163)
H (-1.759, -2.306, -3.049)
H (-2.984, -0.271, -2.157)
H (-2.555, -1.422, -0.819)
H (-0.445, 0.186, -0.747)
H (-1.299, 2.832, 0.921)
H (0.832, 2.321, -0.893)
H (0.802, 3.131, 0.724)
H (2.997, 0.874, -0.369)
H (3.872, -1.099, 0.598)
H (2.721, -2.183, 2.432)
H (0.475, -1.065, 3.359)
H (-0.484, 0.640, 2.173)
N (-1.370, 0.384, -1.053)
N (-0.936, 2.236, 0.229)
O (-0.259, -2.173, -1.587)
S (-3.506, 1.367, 0.251)

Values from the calculation:
structure (SMILES)	OCCNC(=S)NCc1ccccc1
total charge	0
multiplicity	1

Stability summary - winner: run two; margin: 415.6 kJ/mol.